{"formula": "C54H67N2O2", "method": "ωB97M-V with the def2-TZVPD basis set", "homo_ev": -8.38, "e_lumo_ev": -5.01, "mol_weight_g_mol": 776.142, "charge": 1, "relative_energy_kj_mol": 34.05, "homo_lumo_gap_ev": 3.4, "symbols": ["C", "O", "C", "C", "C", "C", "C", "C", "C", "C", "C", "O", "C", "C", "C", "C", "C", "C", "H", "H", "H", "H", "H", "H", "H", "H", "H", "H", "H", "H", "H", "H", "H", "C", "C", "C", "C", "C", "C", "C", "C", "C", "C", "C", "C", "C", "C", "N", "C", "C", "N", "C", "C", "C", "C", "C", "C", "C", "C", "C", "C", "C", "C", "C", "C", "C", "C", "C", "C", "C", "C", "C", "C", "H", "H", "H", "H", "H", "H", "H", "H", "H", "H", "H", "H", "H", "H", "H", "H", "H", "H", "H", "H", "H", "H", "H", "H", "H", "H", "H", "H", "H", "H", "H", "H", "H", "H", "H", "H", "H", "H", "H", "H", "H", "H", "H", "H", "H", "H", "H", "H", "H", "H", "H", "H"], "xyz": [[3.948, 6.987, -4.823], [3.882, 5.550, -4.616], [2.640, 5.010, -4.505], [2.501, 3.706, -3.946], [1.272, 3.252, -3.522], [0.076, 4.011, -3.758], [-1.191, 3.561, -3.315], [-2.369, 4.349, -3.475], [-3.588, 3.758, -3.908], [-4.612, 4.566, -4.368], [-4.538, 5.976, -4.226], [-5.675, 6.636, -4.590], [-6.684, 5.595, -4.899], [-5.943, 4.257, -4.988], [-3.385, 6.590, -3.698], [-2.356, 5.777, -3.283], [0.234, 5.207, -4.534], [1.469, 5.715, -4.878], [5.006, 7.214, -4.703], [3.610, 7.256, -5.836], [3.349, 7.529, -4.073], [3.406, 3.110, -3.820], [1.178, 2.291, -3.007], [-1.285, 2.555, -2.908], [-3.683, 2.671, -3.966], [-7.406, 5.581, -4.068], [-7.194, 5.879, -5.827], [-5.814, 3.959, -6.043], [-6.475, 3.454, -4.469], [-3.343, 7.676, -3.622], [-1.457, 6.228, -2.858], [-0.637, 5.765, -4.874], [1.533, 6.672, -5.408], [2.017, 0.348, -0.928], [2.315, -0.867, -1.791], [2.792, -0.389, -3.173], [3.462, -1.710, -1.226], [1.011, -1.706, -1.923], [0.216, -1.473, -3.059], [-0.306, -2.580, -3.726], [-0.242, -3.797, -3.056], [-0.133, -3.817, -1.656], [-0.888, -4.983, -0.967], [-1.342, -4.649, 0.443], [-0.003, -6.233, -1.007], [-2.181, -5.288, -1.739], [0.604, -2.762, -1.058], [0.896, -2.720, 0.359], [1.685, -3.738, 1.060], [1.434, -3.460, 2.520], [0.786, -2.139, 2.536], [0.731, -1.416, 3.801], [1.926, -0.819, 4.313], [3.324, -0.660, 3.634], [3.941, 0.701, 4.016], [3.296, -0.673, 2.121], [4.245, -1.767, 4.167], [1.938, -0.375, 5.634], [0.768, -0.219, 6.355], [-0.404, -0.741, 5.835], [-0.411, -1.488, 4.653], [-1.648, -2.430, 4.531], [-2.928, -1.686, 4.941], [-1.435, -3.613, 5.494], [-1.869, -2.948, 3.128], [0.421, -1.771, 1.248], [-0.418, -0.742, 0.813], [-0.980, 0.254, 1.694], [-0.170, 1.104, 2.490], [-0.761, 1.885, 3.474], [-2.156, 1.895, 3.626], [-2.969, 1.177, 2.738], [-2.390, 0.398, 1.740], [1.574, 0.032, 0.024], [2.925, 0.935, -0.733], [1.278, 0.997, -1.418], [2.852, -1.236, -3.871], [2.132, 0.371, -3.606], [3.797, 0.049, -3.089], [3.819, -2.411, -1.993], [4.301, -1.068, -0.927], [3.158, -2.300, -0.361], [0.110, -0.470, -3.483], [-0.709, -2.508, -4.739], [-0.415, -4.730, -3.602], [-2.014, -3.784, 0.442], [-1.887, -5.500, 0.877], [-0.507, -4.433, 1.107], [0.144, -6.554, -2.046], [0.988, -6.055, -0.576], [-0.481, -7.054, -0.456], [-1.994, -5.619, -2.765], [-2.742, -6.088, -1.241], [-2.825, -4.403, -1.779], [1.392, -4.749, 0.756], [2.755, -3.639, 0.823], [0.766, -4.210, 2.981], [2.355, -3.444, 3.117], [4.269, 0.738, 5.058], [4.826, 0.903, 3.397], [3.225, 1.515, 3.850], [2.784, -1.547, 1.727], [2.811, 0.224, 1.723], [4.319, -0.703, 1.715], [3.920, -2.762, 3.845], [5.272, -1.614, 3.808], [4.260, -1.754, 5.264], [2.883, -0.103, 6.111], [0.774, 0.262, 7.333], [-1.319, -0.618, 6.413], [-2.992, -0.722, 4.422], [-3.811, -2.279, 4.671], [-2.974, -1.520, 6.023], [-0.516, -4.161, 5.246], [-1.352, -3.264, 6.531], [-2.277, -4.315, 5.437], [-1.190, -3.771, 2.899], [-2.893, -3.330, 3.010], [-1.745, -2.148, 2.390], [-0.806, -0.841, -0.198], [0.908, 1.130, 2.293], [-0.131, 2.503, 4.119], [-2.605, 2.492, 4.421], [-4.058, 1.246, 2.804], [-2.992, -0.139, 1.001]], "lowdin_charge": [-0.03, -0.04, -0.21, 0.04, 0.02, -0.18, 0.12, -0.20, 0.06, -0.13, -0.18, 0.02, -0.09, -0.09, 0.04, -0.02, 0.01, 0.01, 0.10, 0.10, 0.11, 0.13, 0.09, 0.14, 0.14, 0.13, 0.13, 0.13, 0.13, 0.13, 0.13, 0.12, 0.12, -0.05, -0.51, -0.06, -0.03, -0.10, -0.05, -0.05, -0.05, -0.08, -0.53, -0.05, -0.03, -0.06, -0.08, 0.00, -0.11, -0.09, 0.00, -0.07, -0.08, -0.52, -0.06, -0.05, -0.03, -0.05, -0.05, -0.04, -0.07, -0.52, -0.05, -0.03, -0.06, -0.25, -0.05, -0.24, -0.04, -0.09, -0.10, -0.11, -0.05, 0.04, 0.10, 0.07, 0.10, 0.05, 0.09, 0.10, 0.09, 0.04, 0.11, 0.11, 0.11, 0.10, 0.10, 0.04, 0.09, 0.07, 0.09, 0.07, 0.09, 0.10, 0.10, 0.11, 0.12, 0.10, 0.07, 0.09, 0.09, 0.05, 0.07, 0.10, 0.07, 0.09, 0.09, 0.11, 0.11, 0.11, 0.07, 0.09, 0.08, 0.08, 0.09, 0.09, 0.05, 0.10, 0.07, 0.11, 0.10, 0.11, 0.10, 0.10, 0.11]}